Computed, not measured: 2 unconnected molecules or ions with the total composition C18H28BBr2N6O5PS2, with ωB97M-V with the def2-TZVPD basis set.

CARTESIAN COORDINATES (ANGSTROEM)
1 C -4.1264 -2.7001 -2.2190
2 C -3.1695 -2.2252 -1.1453
3 Br -2.4045 -3.6482 -0.1331
4 C -2.8938 -0.9425 -0.9179
5 Br -3.8823 0.3081 -2.0622
6 C -1.9136 -0.4783 0.1791
7 C -2.7182 -0.6776 1.4835
8 C -2.2041 -1.2784 2.6118
9 C -3.0253 -1.4154 3.7014
10 N -4.2775 -1.0214 3.8196
11 C -4.7796 -0.4604 2.7251
12 C -4.0306 -0.2891 1.5961
13 N -0.6298 -1.1290 0.2142
14 C 0.4137 -0.1790 0.2409
15 N 1.6643 -0.3962 -0.3003
16 S 1.9868 -1.9182 -0.9963
17 B 2.7007 0.6471 -0.3107
18 O 3.6128 0.8076 0.7203
19 N 2.7972 1.5218 -1.4666
20 C 3.9534 2.4340 -1.3437
21 C 3.0800 0.6841 -2.6760
22 N -0.1100 0.9959 0.8499
23 C -0.0636 1.1093 2.3190
24 C 1.2055 1.8779 2.7964
25 C 2.1168 0.9312 3.5848
26 S 3.7290 1.6990 4.0101
27 C -1.4408 1.0536 0.2190
28 C -1.1620 1.7648 -1.1395
29 C -2.1184 2.9115 -1.2967
30 N -1.7120 4.1081 -1.4763
31 H -3.9259 -2.2257 -3.1741
32 H -3.9655 -3.7671 -2.3623
33 H -5.1368 -2.5117 -1.8554
34 H -1.1812 -1.6135 2.6328
35 H -2.5945 -1.9074 4.5732
36 H -5.8115 -0.1303 2.7142
37 H -4.5083 0.1641 0.7329
38 H -0.5619 -1.9565 0.7872
39 H 0.9526 -2.1968 -1.8458
40 H 3.8826 -0.0840 0.9773
41 H 3.8994 3.0590 -0.4551
42 H 3.9734 3.0785 -2.2283
43 H 4.8876 1.8601 -1.3723
44 H 2.2009 0.1272 -2.9901
45 H 3.4330 1.3016 -3.5018
46 H 3.8518 -0.0725 -2.4893
47 H 0.0444 0.1051 2.7389
48 H -0.9213 1.6459 2.7311
49 H 1.7581 2.3166 1.9691
50 H 0.9360 2.6634 3.5080
51 H 1.6453 0.6741 4.5324
52 H 2.3220 0.0170 3.0317
53 H 4.5863 0.8777 3.3834
54 H -2.0893 1.6390 0.8775
55 H -1.1812 1.0849 -1.9923
56 H -0.1765 2.2214 -1.1132
57 H -3.1967 2.7428 -1.2575
58 H -2.5369 4.7024 -1.5652
59 O 3.2264 -4.6531 -3.1451
60 P 3.7706 -3.5907 -4.1210
61 O 5.0107 -2.9293 -3.4904
62 O 2.6582 -2.5332 -4.3419
63 O 4.1497 -4.2042 -5.4764

The calculation puts the largest force on an atom at 1.9 eV/A. The net charge is -2. The value obtained for the frontier orbital gap is 2.28 eV. The value obtained for the HOMO energy is 1.042 eV.

Here are the Löwdin charges for atoms 1 to 6, given in e: number 1, C, carries -0.191; number 2, C, carries -0.722; number 3, Br, carries 0.840; number 4, C, carries -0.536; number 5, Br, carries 0.818; number 6, C, carries -0.357

Computed, not measured: a molecular structure, C18H28BN6O3OsS2, with ωB97M-V with the def2-TZVPD basis set.

CARTESIAN COORDINATES (ANGSTROEM)
1 Os -0.3606 -0.1489 -0.2316
2 C -0.5169 -3.4383 3.6675
3 C -1.3513 -2.4916 2.7909
4 C -1.4812 -3.0720 1.3881
5 C -0.7406 -1.1182 2.8766
6 C -0.5452 -0.3992 4.0546
7 C 0.2246 0.6905 3.7071
8 N 0.4868 0.6409 2.4002
9 N -0.1291 -0.4693 1.8699
10 B 1.3442 1.6090 1.5454
11 N 2.2893 0.7555 0.6618
12 C 3.6155 0.6568 0.5335
13 C 3.8983 -0.2729 -0.4575
14 C 2.6576 -0.7119 -0.9171
15 N 1.7090 -0.0811 -0.2174
16 C 2.2641 -1.6798 -1.9963
17 C 3.4174 -2.6169 -2.3453
18 C 1.0248 -2.4837 -1.6045
19 N 0.4204 2.4348 0.5917
20 C 0.1574 3.7412 0.5901
21 C -0.6248 4.0477 -0.5065
22 C -0.8276 2.8479 -1.1840
23 N -0.2090 1.8730 -0.4926
24 C -1.4561 2.6916 -2.5437
25 C -1.3927 1.2893 -3.1454
26 C -0.7800 3.6862 -3.5007
27 H -0.9986 -4.4139 3.7186
28 H 0.4798 -3.5700 3.2406
29 H -0.4005 -3.0648 4.6831
30 H -2.3497 -2.4200 3.2318
31 H -0.5657 -2.9202 0.8083
32 H -1.6307 -4.1495 1.4563
33 H -2.3223 -2.6598 0.8367
34 H -0.8977 -0.6596 5.0368
35 H 0.6276 1.4878 4.3093
36 H 1.9737 2.3475 2.2400
37 H 4.2705 1.2433 1.1555
38 H 4.8707 -0.5799 -0.7976
39 H 2.0182 -1.0891 -2.8858
40 H 3.7424 -3.1786 -1.4682
41 H 3.1111 -3.3280 -3.1114
42 H 4.2716 -2.0631 -2.7328
43 H 1.1832 -3.0433 -0.6827
44 H 0.0961 -1.8653 -1.4632
45 H 0.7304 -3.1740 -2.3944
46 H 0.5661 4.3742 1.3602
47 H -0.9797 5.0207 -0.7948
48 H -2.5054 2.9861 -2.4442
49 H -0.4093 0.8277 -2.9899
50 H -2.1632 0.6253 -2.7632
51 H -1.5313 1.3580 -4.2242
52 H 0.2651 3.4115 -3.6572
53 H -1.2873 3.6661 -4.4642
54 H -0.8082 4.7083 -3.1290
55 O -4.3755 1.6522 0.9486
56 S -4.9466 0.6021 0.1800
57 O -5.2691 0.8250 -1.1842
58 O -5.3522 -0.5991 0.8161
59 S -2.5078 -0.3382 -0.3700

The calculation puts the largest force on an atom at 0.5 eV/A. The net charge is +1. The value obtained for the frontier orbital gap (spin up / spin down) is 7.78 / 7.23 eV. Its multiplicity is 5. The relative energy (zero: lowest compared OMol25 entry of this formula, charge and spin) is 0.0 kcal/mol. The value obtained for the HOMO energy (spin up / spin down) is -11.662 / -12.439 eV.

Here are the Löwdin charges for atoms 1 to 6, given in e: number 1, Os, carries 1.223; number 2, C, carries -0.050; number 3, C, carries -0.345; number 4, C, carries -0.093; number 5, C, carries -0.239; number 6, C, carries 0.018

Question: What is the net charge in the second record?
Answer: +1